No. 1
The following is a DFT calculation (wB97M-V/def2-TZVPD) of C3H4OS in the gas phase at a distorted geometry.

Structure (XYZ):
```
9
Properties=species:S:1:pos:R:3:forces:R:3
S -1.825 0.050 0.042 2.39 0.58 -0.77
C -0.178 0.071 -0.175 -2.18 1.37 2.23
C 1.078 1.127 -0.060 -0.55 -4.32 3.81
O 1.883 -0.208 0.073 0.12 2.40 -0.97
C 0.737 -1.085 -0.007 2.04 -0.53 -1.09
H 1.452 1.897 -0.622 0.63 0.87 -3.46
H 1.249 1.789 0.884 -1.23 -1.95 -0.35
H 0.913 -1.742 0.894 -1.57 0.58 -0.72
H 0.693 -1.760 -0.952 0.35 1.00 1.32
```
Positions in Å, forces in eV/Å.

Output
SMILES	S=C1COC1
LUMO level	-0.81	eV
HOMO	-9.16	eV
2S+1	1
ΔE to the lowest compared entry with this formula, charge and spin	3.324	eV

No. 2
The following is a DFT calculation (wB97M-V/def2-TZVPD) of C20H31N3OS in the gas phase.

Structure (XYZ):
```
56
Properties=species:S:1:pos:R:3:forces:R:3
C 2.221 5.955 0.229 -0.05 -0.05 0.01
C 1.913 4.632 0.860 0.06 -0.04 0.03
C 2.921 3.882 1.449 -0.12 0.05 0.00
C 2.664 2.657 2.031 -0.17 -0.17 0.02
C 1.368 2.148 2.031 0.07 0.48 -0.25
N 1.140 0.911 2.641 0.35 -0.22 -0.06
C 0.023 0.120 2.617 -0.15 -0.10 0.20
S -0.342 -0.724 3.997 -0.05 -0.29 0.51
N -0.715 0.051 1.487 0.22 0.23 0.24
C -1.946 -0.708 1.479 -0.42 -0.34 0.17
C -1.725 -2.132 0.974 -0.01 0.24 -0.22
C -1.122 -2.121 -0.435 0.22 -0.05 0.25
N -0.799 -3.484 -0.865 -0.02 0.08 0.05
C -1.931 -4.388 -0.767 0.08 0.05 0.13
C -0.138 -3.577 -2.152 -0.22 0.20 -0.29
C -0.903 -3.020 -3.373 0.07 -0.56 0.22
C -0.290 -3.507 -4.697 -0.11 0.22 0.09
C -0.378 -2.274 -5.594 -0.01 0.09 0.21
C -0.193 -1.160 -4.568 0.18 0.12 -0.33
O -0.879 -1.592 -3.412 -0.11 0.05 0.18
C 0.141 -1.254 -0.404 -0.31 0.13 -0.07
C -0.139 0.140 0.162 0.41 -0.05 -0.39
C 0.348 2.906 1.464 0.08 -0.05 0.11
C 0.607 4.134 0.878 0.14 -0.07 0.05
C -0.516 4.921 0.275 0.04 -0.02 0.02
H 1.936 5.956 -0.823 0.00 0.10 -0.09
H 3.282 6.177 0.300 0.05 0.06 -0.02
H 1.667 6.754 0.721 -0.01 0.13 -0.03
H 3.932 4.264 1.453 0.10 0.05 -0.01
H 3.461 2.090 2.487 0.09 -0.09 0.02
H 1.729 0.719 3.442 -0.25 -0.03 -0.12
H -2.349 -0.729 2.492 0.01 0.06 -0.21
H -2.650 -0.185 0.822 0.01 0.01 0.00
H -2.687 -2.642 0.986 -0.04 -0.06 0.03
H -1.046 -2.652 1.651 0.00 -0.06 0.07
H -1.846 -1.655 -1.128 0.00 0.00 0.06
H -1.690 -5.317 -1.282 -0.02 -0.06 -0.01
H -2.855 -3.980 -1.201 -0.07 -0.02 -0.02
H -2.114 -4.628 0.279 -0.14 -0.05 -0.02
H 0.055 -4.638 -2.334 0.06 0.04 -0.04
H 0.828 -3.074 -2.088 0.06 -0.04 -0.14
H -1.957 -3.318 -3.302 0.10 0.01 -0.02
H -0.821 -4.366 -5.100 0.04 -0.07 0.01
H 0.755 -3.782 -4.541 0.05 -0.06 0.00
H 0.378 -2.255 -6.374 0.01 0.01 -0.08
H -1.367 -2.202 -6.049 0.00 0.02 -0.04
H -0.622 -0.203 -4.871 0.08 -0.03 -0.01
H 0.875 -1.016 -4.345 -0.07 0.02 -0.04
H 0.896 -1.755 0.206 0.07 -0.03 0.02
H 0.527 -1.117 -1.412 0.08 -0.02 -0.02
H 0.787 0.713 0.188 -0.16 -0.03 -0.06
H -0.852 0.659 -0.487 0.07 0.08 0.01
H -0.666 2.538 1.498 -0.10 -0.03 -0.03
H -0.600 5.897 0.752 -0.06 0.10 -0.02
H -0.339 5.087 -0.788 -0.05 0.07 -0.09
H -1.461 4.397 0.391 -0.08 0.00 -0.02
```
Positions in Å, forces in eV/Å.

Output
SMILES	Cc1ccc(NC(=S)N2CCC(N(C)C[C@@H]3CCCO3)CC2)cc1C
LUMO level	0.69	eV
HOMO	-7.73	eV
2S+1	1
ΔE to the lowest compared entry with this formula, charge and spin	0.498	eV

No. 3
The following is a DFT calculation (wB97M-V/def2-TZVPD) of C21H23N3OS in the gas phase.

Structure (XYZ):
```
49
Properties=species:S:1:pos:R:3:forces:R:3
O -0.493 -0.042 -2.080 0.19 -0.19 -0.20
C -1.102 0.237 -1.069 -0.24 0.17 0.25
N -0.976 1.435 -0.434 -0.05 0.20 0.13
C 0.101 2.340 -0.759 0.29 0.10 0.00
C 1.309 2.182 0.179 -0.07 -0.17 -0.39
C 2.508 2.963 -0.356 -0.09 0.01 0.37
C 3.732 2.697 0.514 0.09 -0.12 -0.24
C 4.004 1.196 0.593 0.09 0.31 0.17
N 2.842 0.549 1.167 0.07 -0.01 0.02
C 3.041 -0.830 1.581 -0.04 0.18 0.24
C 3.006 -1.810 0.454 0.89 0.04 -0.28
N 1.961 -2.475 0.110 -0.62 0.13 0.63
C 2.162 -3.218 -1.002 0.45 -0.23 -0.55
C 3.403 -3.123 -1.543 0.14 0.13 0.09
S 4.376 -2.050 -0.616 -0.73 -0.18 0.22
C 1.686 0.706 0.305 -0.18 0.26 0.17
C -2.040 -0.707 -0.386 0.11 -0.45 0.03
C -1.518 -1.877 0.110 0.00 0.35 -0.21
C -2.337 -2.790 0.789 -0.25 -0.09 0.11
C -3.668 -2.531 0.957 0.16 -0.12 0.02
C -4.243 -1.350 0.443 0.19 0.18 -0.12
C -5.619 -1.070 0.589 -0.18 0.12 -0.04
C -6.160 0.072 0.070 -0.10 -0.23 0.16
C -5.351 0.984 -0.624 0.23 0.12 -0.11
C -4.014 0.747 -0.779 -0.22 0.17 -0.10
C -3.421 -0.417 -0.244 -0.08 -0.18 0.17
H -1.426 1.551 0.461 -0.04 -0.15 -0.06
H -0.267 3.369 -0.730 0.06 -0.04 -0.07
H 0.400 2.096 -1.782 -0.01 0.13 0.08
H 1.053 2.558 1.176 0.00 -0.01 0.03
H 2.284 4.031 -0.379 0.00 0.04 -0.09
H 2.716 2.640 -1.379 -0.02 0.00 -0.11
H 3.552 3.072 1.523 0.06 0.03 0.05
H 4.606 3.207 0.106 0.04 0.04 0.03
H 4.864 1.007 1.240 0.02 -0.03 -0.04
H 4.241 0.815 -0.416 0.02 0.01 0.03
H 3.994 -0.894 2.111 -0.08 0.00 0.05
H 2.230 -1.090 2.270 0.13 -0.11 -0.07
H 1.355 -3.816 -1.384 -0.10 -0.13 -0.15
H 3.799 -3.603 -2.414 0.01 -0.15 -0.21
H 0.865 0.141 0.752 0.00 -0.02 -0.09
H 1.862 0.302 -0.705 -0.03 -0.05 0.01
H -0.465 -2.087 -0.010 0.11 0.01 -0.01
H -1.901 -3.698 1.178 0.01 -0.08 0.05
H -4.305 -3.230 1.481 -0.05 -0.07 0.05
H -6.238 -1.783 1.115 -0.07 -0.06 0.05
H -7.215 0.277 0.184 -0.08 -0.02 0.03
H -5.796 1.876 -1.041 0.00 0.07 -0.05
H -3.396 1.442 -1.327 -0.01 0.07 -0.03
```
Positions in Å, forces in eV/Å.

Output
SMILES	O=C(NC[C@@H]1CCCN(Cc2nccs2)C1)c1cccc2ccccc12
LUMO level	0.55	eV
HOMO	-8.23	eV
2S+1	1
ΔE to the lowest compared entry with this formula, charge and spin	0.674	eV

No. 4
The following is a DFT calculation (wB97M-V/def2-TZVPD) of C4H9N in the gas phase at a distorted geometry.

Structure (XYZ):
```
14
Properties=species:S:1:pos:R:3:forces:R:3
C 2.631 0.322 -0.929 -2.14 -3.65 -0.65
C 1.412 -0.407 -0.959 0.58 2.57 2.81
N 0.308 -0.164 -0.032 0.34 -0.07 -2.02
C -1.072 -0.583 0.490 1.55 -0.48 0.60
C -2.220 0.519 0.590 0.52 -2.83 -1.49
H 2.840 1.152 -0.299 -0.18 0.51 0.50
H 3.517 -0.276 -1.276 -1.07 1.04 -0.22
H 1.304 -1.242 -1.580 -0.06 -1.21 -0.74
H 0.505 0.673 0.417 0.64 1.66 1.08
H -1.309 -1.578 0.026 -0.05 0.97 0.89
H -0.786 -0.575 1.600 -0.60 -1.29 -1.35
H -2.874 0.564 -0.338 0.69 0.25 1.46
H -2.696 0.279 1.562 -0.35 0.34 -0.94
H -1.560 1.316 0.728 0.13 2.19 0.07
```
Positions in Å, forces in eV/Å.

Output
SMILES	C=CNCC
LUMO level	1.05	eV
HOMO	-7.56	eV
2S+1	1
ΔE to the lowest compared entry with this formula, charge and spin	2.663	eV

No. 5
The following is a DFT calculation (wB97M-V/def2-TZVPD) of a molecular structure, C17H19BrMoN2O2S.

Structure (XYZ):
```
43
Properties=species:S:1:pos:R:3:forces:R:3
Mo 0.275 0.838 -0.561 -0.02 0.27 0.01
C 1.349 2.621 2.433 -0.14 -0.07 -0.05
C 0.208 2.106 1.615 0.03 -0.16 0.05
C -0.331 0.818 1.895 0.12 0.10 0.07
C -1.464 0.348 1.247 -0.02 -0.31 -0.06
C -2.092 -0.958 1.618 0.02 0.11 -0.04
C -1.965 1.097 0.154 -0.13 0.06 -0.06
C -1.476 2.393 -0.147 0.14 -0.10 -0.09
C -2.101 3.223 -1.229 0.04 -0.09 0.10
C -0.386 2.876 0.607 0.00 0.10 0.01
H 2.060 1.826 2.654 0.03 0.02 0.02
H 0.937 2.962 3.387 0.03 0.01 0.01
H 1.854 3.453 1.952 0.00 0.01 0.01
H 0.143 0.212 2.658 -0.02 0.01 0.00
H -2.916 -0.744 2.304 -0.01 -0.07 0.00
H -1.387 -1.612 2.127 -0.01 0.00 0.04
H -2.506 -1.470 0.750 -0.03 0.02 0.00
H -2.796 0.701 -0.418 0.06 0.06 0.09
H -2.895 3.815 -0.770 -0.03 0.04 -0.09
H -2.540 2.595 -2.002 -0.04 0.03 0.00
H -1.379 3.901 -1.678 -0.01 0.04 0.00
H 0.045 3.839 0.358 0.00 -0.01 0.01
C 1.650 -4.326 0.659 0.01 -0.14 -0.01
C 0.753 -3.483 -0.190 -0.04 0.37 -0.02
C -0.153 -4.025 -1.095 -0.06 -0.05 -0.08
C -0.969 -3.204 -1.855 0.07 0.30 0.08
C -0.872 -1.829 -1.702 0.10 -0.77 0.15
Br -2.051 -0.779 -2.703 0.09 0.31 -0.13
N 0.013 -1.282 -0.847 -0.31 0.42 -0.07
C 0.797 -2.098 -0.113 0.09 -0.28 -0.02
H 1.590 -5.369 0.355 0.03 -0.01 0.02
H 1.358 -4.271 1.707 0.04 0.03 0.02
H 2.687 -4.006 0.569 0.01 0.01 0.05
H -0.228 -5.098 -1.216 0.02 -0.01 0.03
H -1.677 -3.616 -2.558 -0.02 0.01 -0.01
H 1.505 -1.588 0.527 -0.03 -0.18 0.03
O 2.516 2.496 -0.388 -0.11 0.19 0.00
C 2.901 1.430 0.017 0.01 -0.54 -0.08
O 2.066 0.385 0.146 0.33 0.39 0.07
H 3.938 1.191 0.280 -0.04 0.06 0.04
S 1.600 1.905 -4.825 0.09 0.10 -0.32
C 1.151 1.518 -3.426 0.03 -0.11 0.20
N 0.788 1.212 -2.294 -0.34 -0.17 0.04
```
Positions in Å, forces in eV/Å.

Output
LUMO level (spin up / spin down)	-8.42 / -8.64	eV
HOMO (spin up / spin down)	-15.28 / -15.66	eV
2S+1	1
net charge	+2

No. 6
The following is a DFT calculation (wB97M-V/def2-TZVPD) of a molecular structure, C42H36BrGeN5O2SSeTi.

Structure (XYZ):
```
90
Properties=species:S:1:pos:R:3:forces:R:3
Ti -0.090 -0.294 -0.319 -0.21 0.24 0.24
C -0.164 1.307 4.265 0.02 -0.05 -0.04
N 0.426 0.135 3.614 0.07 0.04 0.03
C 1.635 -0.431 3.982 -0.01 0.01 -0.02
C 1.880 -1.453 3.145 0.02 0.04 -0.05
N 0.813 -1.512 2.253 -0.04 -0.03 0.11
C -0.080 -0.518 2.563 0.04 0.01 -0.07
S -1.516 -0.112 1.715 0.09 -0.05 -0.15
C 0.512 -2.637 1.427 -0.08 0.17 0.18
C 0.965 -3.895 1.754 -0.18 -0.10 -0.02
C 0.544 -4.947 0.950 -0.02 0.00 -0.05
C -0.309 -4.699 -0.114 0.01 0.01 0.04
C -0.679 -3.395 -0.387 -0.01 -0.10 0.04
N -0.253 -2.371 0.369 0.32 -0.11 -0.27
H -0.187 1.135 5.338 0.00 0.01 0.01
H -1.175 1.442 3.896 -0.01 0.01 0.00
H 0.435 2.186 4.038 0.00 0.01 0.01
H 2.212 -0.043 4.803 0.00 -0.02 -0.01
H 2.719 -2.121 3.078 -0.01 0.00 0.02
H 1.580 -4.064 2.625 -0.02 0.00 0.01
H 0.867 -5.956 1.172 0.00 0.00 0.00
H -0.674 -5.494 -0.748 0.00 0.01 0.00
H -1.299 -3.152 -1.240 -0.01 0.02 -0.03
Br -3.734 2.960 -4.809 -0.01 0.01 -0.01
C -2.727 2.094 -3.484 0.03 -0.01 0.00
C -1.334 2.124 -3.560 -0.03 0.05 0.02
C -0.591 1.483 -2.588 -0.18 -0.05 0.01
C -1.234 0.807 -1.543 0.03 -0.16 0.06
C -2.624 0.780 -1.484 -0.06 0.01 -0.07
C -3.376 1.431 -2.454 0.00 -0.01 0.00
H -0.850 2.645 -4.375 0.00 0.00 0.01
H 0.492 1.500 -2.670 0.02 0.01 0.02
H -3.151 0.247 -0.698 0.01 -0.01 0.01
H -4.457 1.417 -2.416 0.01 0.00 0.00
O 0.286 -1.302 -2.052 0.07 -0.04 -0.16
C 1.532 -1.314 -1.823 -0.05 0.03 0.04
O 1.855 -0.822 -0.673 0.05 0.01 0.00
C 2.515 -1.838 -2.796 0.03 -0.04 0.05
C 2.245 -3.308 -3.161 0.09 -0.07 -0.05
Ge 0.806 -3.758 -4.465 0.06 0.03 0.05
C 1.144 -5.598 -4.977 0.05 -0.03 -0.05
C 0.347 -6.187 -5.962 -0.02 -0.01 -0.01
C 0.554 -7.501 -6.354 0.00 -0.01 0.00
C 1.561 -8.252 -5.761 0.00 0.02 0.00
C 2.360 -7.683 -4.781 0.00 0.00 -0.01
C 2.152 -6.364 -4.394 0.02 -0.02 -0.01
C -1.033 -3.708 -3.783 -0.08 -0.01 0.02
C -1.623 -4.911 -3.389 0.05 -0.03 0.08
C -2.924 -4.954 -2.897 0.01 0.02 0.00
C -3.669 -3.787 -2.808 0.00 0.00 0.00
C -3.111 -2.585 -3.231 -0.03 -0.02 0.03
C -1.811 -2.550 -3.713 0.00 0.05 -0.06
C 1.082 -2.533 -5.947 -0.08 0.14 -0.01
C 1.605 -2.990 -7.156 0.03 -0.04 0.00
C 1.837 -2.113 -8.208 0.00 0.02 0.00
C 1.550 -0.764 -8.067 0.00 0.00 0.00
C 1.031 -0.290 -6.870 0.02 -0.03 -0.02
C 0.801 -1.169 -5.822 -0.03 0.05 0.00
H 3.511 -1.698 -2.377 0.00 -0.03 0.03
H 2.439 -1.215 -3.694 -0.01 0.01 -0.02
H 2.201 -3.932 -2.264 -0.07 0.05 0.02
H 3.132 -3.640 -3.707 0.00 -0.03 0.04
H -0.448 -5.618 -6.434 0.01 0.01 0.01
H -0.069 -7.940 -7.122 0.00 0.00 0.00
H 1.725 -9.276 -6.068 0.00 0.00 0.00
H 3.150 -8.263 -4.322 0.00 0.00 0.00
H 2.801 -5.941 -3.635 -0.02 0.00 0.00
H -1.067 -5.838 -3.483 0.00 0.01 0.01
H -3.362 -5.902 -2.608 0.00 0.00 0.00
H -4.687 -3.820 -2.443 0.01 0.01 0.00
H -3.700 -1.676 -3.205 0.00 -0.01 0.00
H -1.412 -1.600 -4.047 0.01 -0.02 0.00
H 1.836 -4.041 -7.285 -0.01 0.00 0.01
H 2.240 -2.486 -9.140 0.00 0.00 0.01
H 1.729 -0.083 -8.889 0.00 0.00 0.00
H 0.801 0.762 -6.759 0.00 0.00 0.00
H 0.381 -0.774 -4.900 0.01 -0.03 0.01
Se 2.704 1.597 0.190 -0.03 0.01 0.07
N 0.882 1.486 0.318 0.17 0.09 -0.22
C 0.424 2.712 0.613 -0.06 0.00 0.07
C -0.932 3.120 0.753 0.03 -0.01 -0.02
C -1.190 4.420 1.056 0.00 0.04 0.01
C -0.161 5.400 1.245 -0.05 -0.03 0.00
C 1.140 5.063 1.110 0.03 -0.02 0.00
C 1.461 3.706 0.783 0.02 0.06 0.01
N 2.698 3.290 0.604 0.01 -0.12 0.03
H -1.738 2.423 0.600 0.00 -0.03 -0.01
H -2.221 4.735 1.152 0.01 0.00 0.00
H -0.445 6.415 1.484 0.01 0.00 0.00
H 1.949 5.770 1.228 -0.01 0.01 0.00
```
Positions in Å, forces in eV/Å.

Output
LUMO level	-6.91	eV
HOMO	-12.89	eV
2S+1	1
ΔE to the lowest compared entry with this formula, charge and spin	0.000	eV
net charge	+2

How do the records compare in E_tot? In the order shown, they have -16054.7858; -38596.5926; -39504.4232; -5781.1485; -107731.5548; -281527.8881 eV.